Molecular formula: C26H28N4O4
Method: DFT, ωB97M-V with the def2-TZVPD basis set

```
! RIJCOSX wB97M-V def2-TZVPD def2/J DEFGRID3
* xyz 0 1
O -2.751 -0.486 -2.553
C -3.101 -1.195 -1.630
N -2.321 -2.185 -1.123
C -0.962 -2.338 -1.579
C -0.176 -1.025 -1.585
O 0.666 -0.812 -2.439
N -0.484 -0.121 -0.624
C -1.051 -0.488 0.624
C -0.383 -1.423 1.409
C -0.896 -1.798 2.636
C -2.074 -1.235 3.097
C -2.734 -0.295 2.324
C -2.231 0.081 1.091
C 0.116 1.218 -0.738
C 1.429 1.169 0.068
O 1.544 1.513 1.227
N 2.427 0.636 -0.657
C 3.729 0.329 -0.102
C 4.822 0.723 -1.093
C 6.200 0.396 -0.526
C 6.302 -1.090 -0.194
C 5.214 -1.486 0.799
C 3.833 -1.161 0.240
C -0.885 2.288 -0.390
C -0.803 3.114 0.722
C -1.800 4.056 0.930
C -2.845 4.127 0.025
N -2.936 3.341 -1.037
C -1.981 2.456 -1.242
C -4.387 -1.033 -0.940
C -5.345 -0.065 -1.097
C -6.335 -0.333 -0.129
C -5.911 -1.438 0.546
O -4.736 -1.871 0.069
H -2.636 -2.688 -0.310
H -0.451 -3.074 -0.956
H -0.949 -2.689 -2.617
H 0.547 -1.843 1.054
H -0.368 -2.522 3.239
H -2.473 -1.523 4.058
H -3.651 0.152 2.678
H -2.762 0.800 0.490
H 0.368 1.329 -1.801
H 2.211 0.244 -1.568
H 3.821 0.918 0.816
H 4.748 1.789 -1.314
H 4.670 0.173 -2.026
H 6.367 0.982 0.380
H 6.971 0.670 -1.249
H 7.286 -1.311 0.226
H 6.189 -1.675 -1.109
H 5.281 -2.554 1.020
H 5.360 -0.941 1.734
H 3.064 -1.415 0.973
H 3.651 -1.747 -0.665
H 0.019 3.017 1.413
H -1.764 4.714 1.784
H -3.650 4.839 0.148
H -2.103 1.824 -2.114
H -5.319 0.734 -1.810
H -7.236 0.220 0.042
H -6.344 -1.993 1.355
*
```

Properties
energy = -1527.6110 Ha
SMILES = O=C(NCC(=O)N(c1ccccc1)[C@H](C(=O)NC1CCCCC1)c1cccnc1)c1ccco1
orbital gap = 9.5 eV
lowest unoccupied orbital energy = 0.568 eV